Entry 1:
85
Properties=species:S:1:pos:R:3 method="wB97M-V/def2-TZVPD" relative_energy_kcal_mol=58.6 total_charge=-1 spin_multiplicity=5 max_force_ev_per_a=0.678 s2=6.062
H -0.55 3.49 2.22
H 2.92 1.54 -1.87
H 5.88 -0.25 -4.41
H -2.79 2.20 -3.98
C -0.86 -5.17 -1.25
H -6.41 -1.41 -0.07
H 1.36 5.05 -0.75
C -0.04 -1.76 3.50
C -3.07 0.51 0.23
Si -0.69 3.75 -0.24
C -1.27 0.19 4.33
H -6.36 0.83 1.00
C -5.47 -0.87 0.03
C -1.64 -2.52 -0.99
H -1.33 0.35 6.47
H 4.68 1.77 -3.57
C 3.76 -1.75 -2.20
C -0.74 -0.56 3.22
C -3.11 -0.75 -0.36
C 0.21 -2.15 4.79
O 3.34 1.59 0.64
N -1.83 1.22 0.32
H -2.66 5.00 -1.13
H -2.22 3.76 1.73
H -4.33 -2.40 -0.95
H -1.08 5.12 1.76
C -1.19 4.06 1.53
S 3.23 1.43 2.09
H -2.22 -3.01 1.01
C 5.10 -0.36 -3.66
H -0.24 -4.62 -3.23
S -2.33 1.49 4.11
N -0.93 -0.21 1.94
C 2.00 -0.76 -0.79
C -0.05 1.20 -1.34
H 1.01 0.44 -3.02
C -1.28 1.96 -0.88
C -5.45 0.39 0.62
C -0.96 -0.25 5.64
C -1.58 5.02 -1.31
C -0.84 0.76 1.11
C -1.42 -4.71 -0.06
C -0.69 -4.28 -2.31
O 4.04 2.31 2.88
C -1.08 -2.95 -2.18
C 3.05 -0.61 -1.74
H -0.93 -2.23 -2.98
C -2.31 2.20 -1.93
C -4.31 -1.44 -0.47
H 1.63 3.34 -1.12
F 4.98 -0.51 1.61
C -0.82 1.38 -3.64
H -1.53 -5.39 0.78
H 2.16 -4.14 -0.38
C 4.79 -1.59 -3.17
H 0.78 -3.06 4.96
C 4.42 0.79 -3.19
F 3.05 -1.21 2.31
C 2.42 -3.16 -0.78
F 4.42 -0.28 3.70
C 0.13 0.98 -2.67
H 5.32 -2.47 -3.51
C 1.70 -2.03 -0.34
H 0.89 -2.17 0.37
C 1.16 4.03 -0.41
H -1.21 6.03 -1.06
C -4.24 1.07 0.72
C 3.43 0.66 -2.26
H 4.00 -3.89 -2.01
H -4.19 2.05 1.18
C 3.96 -0.24 2.44
C -2.04 1.96 -3.24
H 1.65 3.89 0.55
H -0.63 1.19 -4.69
C -0.24 -1.39 5.88
O -1.93 -1.18 -0.90
O 1.84 1.26 2.51
C -1.81 -3.39 0.08
Rh 1.04 0.70 0.27
H -0.56 -6.20 -1.35
H -3.26 2.61 -1.62
H 0.34 -2.33 2.66
H -1.41 4.84 -2.37
H -0.02 -1.70 6.89
C 3.43 -3.03 -1.68

Entry 2:
61
Properties=species:S:1:pos:R:3 method="wB97M-V/def2-TZVPD" relative_energy_kcal_mol=0.0 max_force_ev_per_a=0.541 smiles=CCOc1cc(CN2CCC(CO)(Cc3cccc(C(F)(F)F)c3)CC2)ccc1OC
H 2.19 -0.75 -2.20
H 1.62 1.89 1.08
C 2.28 -2.48 0.69
C -0.92 2.52 -4.00
H 2.60 -3.28 1.36
C -0.07 3.86 1.11
H 0.47 -3.52 0.16
H -0.95 4.47 1.36
C -1.52 -2.09 1.55
H 0.24 -0.06 1.64
H -1.35 -3.08 3.97
C 1.35 1.58 0.09
C 3.13 -0.19 0.30
H 0.48 -1.80 -0.26
H -1.84 -2.75 -1.05
C 1.69 0.09 -1.75
F -3.91 -1.96 -3.47
H -1.59 3.32 -4.33
O -0.36 3.31 -0.15
H -1.89 -3.09 1.34
H 2.42 0.14 2.74
H 3.83 -0.63 -0.41
C 0.22 -3.31 2.85
H 0.52 0.46 -3.49
C 0.55 -0.85 2.33
H -1.99 -1.72 2.46
C 0.74 0.78 -2.49
H -3.14 1.05 -2.50
H 2.77 -2.65 -0.27
H -1.34 1.56 -4.30
F -1.84 -2.54 -3.50
H 1.32 5.20 2.08
C -2.48 -0.90 -1.91
H -2.13 0.57 1.62
C 2.08 -0.85 2.44
H -2.87 2.00 -0.24
C 0.37 2.26 -0.62
C 0.76 -2.53 0.51
H 0.03 3.08 1.87
H 0.12 -0.65 3.32
H 0.05 2.65 -4.48
C 0.09 1.88 -1.95
N 2.78 -1.24 1.24
H 2.06 4.19 0.82
C 0.01 -2.19 1.80
C -2.22 0.15 0.62
H 1.04 5.55 0.37
H 2.37 -1.55 3.23
H 3.67 0.57 0.87
C -2.66 -1.50 -3.27
C -2.06 -1.71 -0.86
C -2.79 0.43 -1.69
C 1.17 4.76 1.10
C -2.65 0.96 -0.42
O -0.40 -3.06 4.09
H 1.28 -3.42 3.08
C -1.93 -1.19 0.42
F -2.43 -0.62 -4.26
H -0.14 -4.26 2.42
O -0.82 2.66 -2.60
C 2.02 0.49 -0.47

Entry 3:
90
Properties=species:S:1:pos:R:3 method="wB97M-V/def2-TZVPD" relative_energy_kcal_mol=6.0 total_charge=-2 max_force_ev_per_a=0.568
C -2.02 3.49 3.29
C -6.14 -0.25 0.34
C -3.25 0.49 -0.45
N 3.44 -0.66 0.40
C 1.28 -5.95 -0.21
C -2.70 -0.43 -2.61
H -4.95 4.84 2.23
H -8.13 -0.58 -0.38
H -9.10 -0.86 1.89
H 0.17 4.74 0.77
H 1.09 -0.13 -5.96
H -0.48 -4.62 -2.43
C 1.14 0.82 -2.71
C 6.15 -1.29 -0.34
S 8.82 -1.65 0.34
H 5.18 -1.75 -2.26
H -1.19 2.96 0.12
C 2.47 -6.66 -0.31
H -5.28 2.53 1.40
H -3.69 2.60 -0.45
C 2.54 -3.96 0.31
C -3.43 1.79 2.13
C 3.73 -4.67 0.20
C -1.44 1.13 3.33
H 4.61 -6.58 -0.21
H 0.43 -2.54 -6.08
Rb 0.44 -0.23 1.03
O 1.05 4.39 2.88
C -3.41 1.75 -1.05
C 0.82 3.42 2.14
C -2.97 4.43 3.03
C -3.20 1.91 -2.41
H 2.95 -1.19 -1.53
C 0.09 -2.58 -2.15
H -1.07 3.76 3.75
H 4.22 -0.22 2.26
H -5.72 -0.13 -0.65
N 0.77 -0.28 -2.11
C 4.48 -0.56 1.26
C 7.48 -1.60 -0.71
H 8.69 -1.90 -2.26
C -0.03 -3.69 -4.32
C -7.21 -0.57 2.88
H -2.68 0.94 -4.26
C -5.86 -0.32 2.72
H 0.01 3.07 -1.00
C -2.85 0.81 -3.20
H -5.22 -0.25 3.60
H 1.57 1.87 -4.55
H 2.45 -7.72 -0.56
C -0.16 -3.71 -2.92
C -7.50 -0.51 0.50
C 1.33 -4.60 0.10
C 3.69 -6.02 -0.11
H 1.37 1.67 -2.08
H -0.24 -4.60 -4.87
O -0.18 -2.99 1.50
N -0.18 2.88 -0.02
H -3.31 2.89 -2.86
S -0.18 -3.64 0.21
C 0.61 -1.38 -4.26
H 0.33 -6.42 -0.37
C -4.19 4.09 2.40
H 7.19 -1.33 -2.71
H -2.78 5.46 3.31
C -8.04 -0.66 1.76
H -2.41 -1.29 -3.21
C 1.26 0.93 -4.12
C -5.31 -0.15 1.45
H 2.56 -2.90 0.55
C 5.79 -0.86 0.96
C -2.26 2.13 2.92
C -4.38 2.79 1.95
P -3.50 0.15 1.34
C 1.00 -0.16 -4.88
N -0.02 -2.46 -0.81
C 0.34 -2.56 -5.00
H -7.63 -0.69 3.87
C 0.50 -1.38 -2.86
N 7.70 -1.93 -2.07
C 5.05 -1.38 -1.25
H 4.67 -4.16 0.34
H 6.55 -0.76 1.72
H -2.70 -1.56 -0.79
N 0.54 3.80 0.77
C 3.78 -1.07 -0.84
C -2.88 -0.59 -1.24
O -1.24 -4.60 -0.06
O -0.85 0.21 3.70
O 0.79 2.20 2.40

Entry 4:
21
Properties=species:S:1:pos:R:3 method="wB97M-V/def2-TZVPD" relative_energy_kcal_mol=42.7 spin_multiplicity=3 max_force_ev_per_a=6.972 s2=2.026
H -0.16 2.76 0.35
O 3.36 1.58 -1.38
H 0.27 1.72 2.52
C -0.22 0.89 -0.80
C -0.04 -0.54 -0.76
C -0.31 -1.39 -1.77
H -0.42 -1.98 0.77
O 4.09 1.17 0.59
N 2.39 0.05 -0.10
N 2.71 -1.12 0.18
C -0.17 1.67 0.31
C 0.23 1.12 1.59
O 3.74 -1.71 0.21
H -0.29 1.25 -1.84
H -0.19 -2.44 -1.45
N 3.37 1.03 -0.34
O 1.55 -1.84 0.57
C 0.38 -1.10 0.53
H -0.46 -1.24 -2.79
H 0.77 -0.55 2.63
C 0.49 -0.14 1.73